90
Properties=species:S:1:pos:R:3 method="wB97M-V/def2-TZVPD" total_energy_ev=-119429.1210 homo_lumo_gap_ev=7.349 homo_ev=-7.1920 lumo_energy_ev=0.1574
Pb 1.24956 -0.85396 0.79524
C -1.00470 -3.53803 1.46285
N 0.10898 -2.94697 2.20171
C -0.29707 -2.61327 3.56118
C 1.27899 -3.82822 2.21217
C 1.90732 -3.96350 0.84385
C 2.41431 -5.19552 0.44595
C 3.06396 -5.32414 -0.77795
C 3.19819 -4.21707 -1.60799
C 2.67769 -2.98781 -1.21182
C 2.02826 -2.84338 0.01308
H -1.35481 -4.46438 1.94437
H -0.69926 -3.76370 0.44083
H -1.82718 -2.82837 1.43000
H -0.53207 -3.51351 4.14850
H -1.18416 -1.97806 3.53345
H 0.50247 -2.06667 4.06771
H 1.01453 -4.81484 2.61980
H 2.01019 -3.39145 2.90052
H 2.29662 -6.06244 1.08987
H 3.46416 -6.28608 -1.07913
H 3.70521 -4.31010 -2.56109
H 2.77580 -2.12358 -1.87092
C 2.87445 1.67917 5.51879
C 2.29439 2.38169 4.31247
C 1.16849 3.18621 4.45507
C 0.63070 3.83173 3.35070
C 1.20429 3.66752 2.09893
C 2.34011 2.86810 1.93826
N 2.91842 2.61483 0.67002
C 2.55263 3.28045 -0.51182
C 2.55271 4.68074 -0.54956
C 2.25772 5.36171 -1.71623
C 1.96007 4.66105 -2.88423
C 1.95421 3.27786 -2.85152
C 2.24173 2.56188 -1.68626
C 2.11730 1.03985 -1.76043
O 1.57166 0.54106 -2.74652
O 2.60703 0.36385 -0.77011
C 2.89641 2.22484 3.05623
C 4.13731 1.37005 2.92596
H 2.28591 1.89279 6.41196
H 3.90575 1.99293 5.71033
H 2.89692 0.59394 5.37793
H 0.71752 3.30617 5.43560
H -0.25166 4.45446 3.45723
H 0.76356 4.15129 1.23404
H 3.02308 1.62869 0.47298
H 2.80517 5.22363 0.35328
H 2.26995 6.44735 -1.71948
H 1.73928 5.19106 -3.80473
H 1.72690 2.70441 -3.74253
H 4.52740 1.36710 1.91144
H 3.94632 0.33281 3.21917
H 4.93065 1.74099 3.58061
O -0.57049 -0.84410 -0.63363
As -1.98132 -0.49590 -1.44446
C -3.47285 -1.21685 -0.47439
C -3.83744 -2.55765 -0.60647
C -4.80033 -3.09902 0.23381
C -5.38366 -2.31090 1.21901
C -5.01005 -0.97985 1.36254
C -4.05635 -0.42840 0.51540
C -2.24979 1.38294 -1.50697
C -1.35105 2.22221 -0.86688
C -1.59505 3.58954 -0.85677
C -2.72709 4.09653 -1.48090
C -3.62587 3.24665 -2.12267
C -3.38957 1.88114 -2.13639
C -2.00946 -1.12551 -3.23816
C -3.08603 -1.82873 -3.76973
C -3.04519 -2.23104 -5.09678
C -1.93873 -1.92543 -5.88087
C -0.87140 -1.21203 -5.34493
C -0.89823 -0.80344 -4.01847
H -3.35465 -3.18971 -1.34083
H -5.08419 -4.14061 0.12901
H -6.12774 -2.73879 1.88051
H -5.45963 -0.36776 2.13501
H -3.77163 0.60977 0.62674
H -0.46829 1.81127 -0.39091
H -0.89384 4.25588 -0.36895
H -2.91046 5.16447 -1.47571
H -4.50778 3.64905 -2.60758
H -4.08267 1.21349 -2.63369
H -3.96064 -2.04386 -3.17437
H -3.87852 -2.78278 -5.51767
H -1.90918 -2.24805 -6.91615
H -0.00906 -0.97395 -5.95624
H -0.04516 -0.28375 -3.59124